1.
Here is a 3-piece molecular cluster, C4H12NS overall in a non-equilibrium geometry from OMol25. Energies are from ωB97M-V with the def2-TZVPD basis set.

CARTESIAN COORDINATES (ANGSTROEM)
C (-0.333, -2.779, -0.885)
C (0.270, -2.192, 0.369)
C (1.024, -2.859, 1.362)
C (-0.333, 0.885, -0.301)
S (-2.016, 0.341, -0.528)
N (0.885, 4.594, 0.482)
H (-1.364, -3.205, -0.694)
H (-0.247, -1.984, -1.667)
H (0.115, -3.711, -1.193)
H (-0.107, -1.201, 0.647)
H (1.283, -2.207, 2.283)
H (1.479, -3.834, 1.252)
H (-0.065, 0.852, -1.411)
H (-0.516, 1.910, 0.094)
H (-2.610, 1.409, -0.799)
H (0.199, 5.317, 0.539)
H (0.505, 3.695, 0.190)
H (1.831, 4.968, 0.260)

Output
HOMO energy = -12.58 eV
net charge = +1
HOMO-LUMO gap = 3.5 eV
DFT total energy = -612.01480 hartree
relative energy (zero: lowest compared OMol25 entry of this formula, charge and spin) = 181.9 kcal per mole

Per-atom Mulliken charges, elementary charge units: -0.96 0.51 -0.77 -0.23 0.16 -0.54 0.27 0.25 0.39 0.01 0.22 0.33 0.43 0.10 0.25 0.22 0.14 0.22

=====

2.
Here is the molecule C6H10N2O5S2 in a non-equilibrium geometry from OMol25. Energies are from ωB97M-V with the def2-TZVPD basis set.

CARTESIAN COORDINATES (ANGSTROEM)
C (0.964, -0.217, -0.381)
C (1.677, -1.313, 0.363)
C (-0.768, 1.982, 0.175)
C (-1.130, 0.930, -0.882)
C (0.588, 2.525, -0.213)
C (-1.837, -1.846, 1.218)
N (-0.364, -0.274, -0.560)
N (2.973, -1.119, 0.770)
O (3.498, -0.035, 0.664)
O (3.558, -2.063, 1.287)
O (1.637, 1.224, -2.318)
O (-0.562, -2.776, -0.975)
O (-2.556, -1.328, -1.198)
S (1.768, 1.292, -0.913)
S (-1.319, -1.650, -0.517)
H (1.269, -2.248, 0.413)
H (-1.643, 2.779, 0.239)
H (-0.649, 1.472, 1.199)
H (-2.161, 0.674, -0.859)
H (-1.016, 1.241, -1.920)
H (0.673, 3.404, -0.952)
H (1.048, 2.840, 0.670)
H (-2.917, -1.867, 1.437)
H (-1.252, -2.699, 1.564)
H (-1.479, -0.928, 1.689)

Output
HOMO energy = -9.31 eV
net charge = 0
HOMO-LUMO gap = 8.1 eV
DFT total energy = -1516.47246 hartree
relative energy (zero: lowest compared OMol25 entry of this formula, charge and spin) = 38.9 kcal per mole

Per-atom Mulliken charges, elementary charge units: 0.67 -1.08 -0.26 -1.08 -0.78 -0.85 -0.06 1.07 -0.63 -0.66 -0.62 -0.61 -0.69 0.49 1.22 0.65 0.30 0.18 0.56 0.38 0.39 0.45 0.36 0.33 0.24

=====

3.
Here is C24H26N2O5S2V as an isolated structure in a non-equilibrium geometry from OMol25. Energies are from ωB97M-V with the def2-TZVPD basis set.

CARTESIAN COORDINATES (ANGSTROEM)
V (2.002, -0.527, -0.432)
O (1.571, -2.619, -3.069)
C (1.159, -1.608, -2.596)
O (0.757, -1.486, -1.295)
C (1.071, -0.307, -3.386)
C (0.216, 0.728, -2.652)
C (-0.030, 1.968, -3.503)
C (1.344, 2.683, -3.435)
C (2.158, 1.699, -2.611)
O (1.178, 1.188, -1.657)
C (2.476, 0.420, -3.413)
C (3.601, -0.327, -2.715)
O (4.520, -0.827, -3.268)
O (3.477, -0.296, -1.342)
H (0.728, -0.543, -4.390)
H (-0.644, 0.320, -2.132)
H (-0.822, 2.578, -3.077)
H (-0.318, 1.696, -4.518)
H (1.271, 3.637, -2.918)
H (1.791, 2.855, -4.413)
H (2.998, 2.111, -2.059)
H (2.810, 0.617, -4.427)
C (-2.571, -1.378, -1.315)
C (-2.077, -0.814, 0.000)
C (-1.579, -1.695, 0.973)
C (-1.342, -3.146, 0.624)
C (-1.333, -1.235, 2.268)
C (-0.881, -2.171, 3.361)
C (-1.535, 0.117, 2.584)
C (-1.365, 0.560, 4.017)
C (-1.874, 1.019, 1.578)
C (-1.949, 2.501, 1.853)
C (-2.163, 0.552, 0.286)
C (-2.577, 1.568, -0.753)
H (-1.761, -1.568, -2.026)
H (-3.297, -0.725, -1.792)
H (-3.071, -2.332, -1.157)
H (-2.143, -3.791, 0.996)
H (-0.405, -3.501, 1.052)
H (-1.260, -3.294, -0.449)
H (-0.048, -1.748, 3.929)
H (-0.566, -3.139, 2.984)
H (-1.686, -2.352, 4.079)
H (-0.313, 0.684, 4.286)
H (-1.781, -0.176, 4.703)
H (-1.866, 1.502, 4.221)
H (-2.987, 2.833, 1.953)
H (-1.507, 3.077, 1.039)
H (-1.419, 2.782, 2.758)
H (-1.781, 2.303, -0.908)
H (-3.459, 2.129, -0.435)
H (-2.804, 1.124, -1.719)
S (1.597, 0.955, 1.160)
C (2.232, 0.168, 2.591)
C (2.389, 0.978, 3.758)
N (2.491, 1.650, 4.685)
C (2.557, -1.137, 2.570)
S (2.386, -2.101, 1.126)
C (3.032, -1.808, 3.742)
N (3.400, -2.350, 4.687)

Output
HOMO energy (spin up / spin down) = -8.52 / -8.52 eV
net charge = 0
HOMO-LUMO gap (spin up / spin down) = 6.5 / 7.0 eV
DFT total energy = -3156.30861 hartree
multiplicity = 2
relative energy (zero: lowest compared OMol25 entry of this formula, charge and spin) = 0.0 kcal per mole

Per-atom Mulliken charges, elementary charge units: 0.53 -0.58 -0.25 -0.23 0.56 0.94 -0.81 -1.04 -0.02 0.26 -0.02 0.13 -0.56 -0.49 0.63 -1.04 0.31 0.41 0.40 0.36 0.63 0.54 -2.27 0.87 1.08 -2.82 1.20 -2.23 1.14 -2.21 0.91 -2.38 1.94 -2.39 0.22 0.39 0.55 0.41 0.53 0.39 0.40 0.39 0.41 0.24 0.42 0.55 0.32 0.37 0.49 0.21 0.58 0.37 -0.31 0.61 -0.31 -0.48 0.80 -0.38 -0.25 -0.45

=====

> Which of these has the highest relative energy (zero: lowest compared OMol25 entry of this formula, charge and spin)?

C4H12NS

=====

Please write out number 3 again, unchanged.
Here is C24H26N2O5S2V as an isolated structure in a non-equilibrium geometry from OMol25. Energies are from ωB97M-V with the def2-TZVPD basis set.

CARTESIAN COORDINATES (ANGSTROEM)
V (2.002, -0.527, -0.432)
O (1.571, -2.619, -3.069)
C (1.159, -1.608, -2.596)
O (0.757, -1.486, -1.295)
C (1.071, -0.307, -3.386)
C (0.216, 0.728, -2.652)
C (-0.030, 1.968, -3.503)
C (1.344, 2.683, -3.435)
C (2.158, 1.699, -2.611)
O (1.178, 1.188, -1.657)
C (2.476, 0.420, -3.413)
C (3.601, -0.327, -2.715)
O (4.520, -0.827, -3.268)
O (3.477, -0.296, -1.342)
H (0.728, -0.543, -4.390)
H (-0.644, 0.320, -2.132)
H (-0.822, 2.578, -3.077)
H (-0.318, 1.696, -4.518)
H (1.271, 3.637, -2.918)
H (1.791, 2.855, -4.413)
H (2.998, 2.111, -2.059)
H (2.810, 0.617, -4.427)
C (-2.571, -1.378, -1.315)
C (-2.077, -0.814, 0.000)
C (-1.579, -1.695, 0.973)
C (-1.342, -3.146, 0.624)
C (-1.333, -1.235, 2.268)
C (-0.881, -2.171, 3.361)
C (-1.535, 0.117, 2.584)
C (-1.365, 0.560, 4.017)
C (-1.874, 1.019, 1.578)
C (-1.949, 2.501, 1.853)
C (-2.163, 0.552, 0.286)
C (-2.577, 1.568, -0.753)
H (-1.761, -1.568, -2.026)
H (-3.297, -0.725, -1.792)
H (-3.071, -2.332, -1.157)
H (-2.143, -3.791, 0.996)
H (-0.405, -3.501, 1.052)
H (-1.260, -3.294, -0.449)
H (-0.048, -1.748, 3.929)
H (-0.566, -3.139, 2.984)
H (-1.686, -2.352, 4.079)
H (-0.313, 0.684, 4.286)
H (-1.781, -0.176, 4.703)
H (-1.866, 1.502, 4.221)
H (-2.987, 2.833, 1.953)
H (-1.507, 3.077, 1.039)
H (-1.419, 2.782, 2.758)
H (-1.781, 2.303, -0.908)
H (-3.459, 2.129, -0.435)
H (-2.804, 1.124, -1.719)
S (1.597, 0.955, 1.160)
C (2.232, 0.168, 2.591)
C (2.389, 0.978, 3.758)
N (2.491, 1.650, 4.685)
C (2.557, -1.137, 2.570)
S (2.386, -2.101, 1.126)
C (3.032, -1.808, 3.742)
N (3.400, -2.350, 4.687)

Output
HOMO energy (spin up / spin down) = -8.52 / -8.52 eV
net charge = 0
HOMO-LUMO gap (spin up / spin down) = 6.5 / 7.0 eV
DFT total energy = -3156.30861 hartree
multiplicity = 2
relative energy (zero: lowest compared OMol25 entry of this formula, charge and spin) = 0.0 kcal per mole

Per-atom Mulliken charges, elementary charge units: 0.53 -0.58 -0.25 -0.23 0.56 0.94 -0.81 -1.04 -0.02 0.26 -0.02 0.13 -0.56 -0.49 0.63 -1.04 0.31 0.41 0.40 0.36 0.63 0.54 -2.27 0.87 1.08 -2.82 1.20 -2.23 1.14 -2.21 0.91 -2.38 1.94 -2.39 0.22 0.39 0.55 0.41 0.53 0.39 0.40 0.39 0.41 0.24 0.42 0.55 0.32 0.37 0.49 0.21 0.58 0.37 -0.31 0.61 -0.31 -0.48 0.80 -0.38 -0.25 -0.45

=====

> Which value of net charge does entry 2 give?

0